An isolated ion of composition C4H8N3O2 and charge +1 at a distorted geometry, computed with wB97M-V/def2-TZVPD.

Geometry as XYZ:
```
17
Properties=species:S:1:pos:R:3:forces:R:3:nbo_charge:R:1
N 0.716094 1.284315 0.327921 -2.1 0.9 -0.2 -0.504
N 2.593225 -0.102391 0.081069 1.3 -1.3 -1.2 -0.714
H -1.363567 1.858001 0.690433 0.1 -0.1 0.9 0.255
O 0.436935 -2.099860 0.361828 -1.0 -0.7 0.9 -0.698
C -2.420877 -0.472806 -0.031303 1.1 3.0 1.1 0.540
H -0.202071 -2.458465 1.026367 0.6 0.9 -0.7 0.524
H -2.597322 -1.492848 -0.162871 -0.4 -1.9 -0.4 0.151
O -3.244910 0.376178 0.236575 0.5 -1.0 -0.6 -0.528
C -0.742131 1.293004 0.021978 -0.1 0.5 -2.3 -0.041
C 0.181585 -0.886984 -0.218148 0.9 1.1 -2.8 0.248
H 3.243030 0.707165 0.067067 0.1 -1.5 -0.1 0.444
C 1.351219 0.190179 0.118209 -4.5 -1.7 -0.3 0.533
H 1.068687 2.188447 0.317291 1.4 1.8 0.3 0.424
N -1.055484 -0.090932 -0.084285 0.1 -1.6 1.3 -0.487
H 0.310904 -1.005319 -1.362834 0.1 -0.3 1.4 0.178
H -0.982608 1.783636 -1.006544 1.0 -0.5 1.4 0.208
H 2.707297 -1.071318 -0.382754 0.9 2.2 1.2 0.467
```
Forces are in eV/Å.

Results
Calculated total energy = -471.68870 a.u.
Maximum force = 4.85 eV Å⁻¹
HOMO energy = -13.9 eV
SMILES = [NH2+]=C1NCN(C=O)[C@@H]1O
Lowest unoccupied orbital energy = -3.593 eV
Energy above the lowest of the compared OMol25 structures with the same formula, charge and spin = 1.968 eV
Kohn-Sham gap = 0.378 Ha
Charge = +1